Entry 1:
A 2-piece molecular cluster, C5H8O2 overall, computed with ωB97M-V/def2-TZVPD.

Structure (XYZ):
```
15
C5H8O2 ωB97M-V/def2-TZVPD
C 1.34 2.13 0.31
C 1.36 0.88 -0.12
C 0.52 0.41 -1.22
C 0.48 -0.85 -1.64
H 0.68 2.84 -0.18
H 1.97 2.46 1.12
H 2.01 0.12 0.32
H -0.11 1.16 -1.70
H -0.16 -1.14 -2.46
H 1.11 -1.60 -1.19
O -3.05 -1.62 2.30
C -2.11 -1.52 1.57
O -1.64 -0.35 1.13
H -1.55 -2.41 1.22
H -0.87 -0.51 0.55
```

Output
Calculated total energy in Eh: -345.75196
SMILES: C=CC=C.O=CO
Frontier orbital gap in eV: 10.16


Entry 2:
C5H8O2 as an isolated structure, computed with ωB97M-V/def2-TZVPD.

Structure (XYZ):
```
15
C5H8O2 ωB97M-V/def2-TZVPD
O 2.79 -0.38 0.56
C 2.01 -1.02 -0.10
C -0.39 0.02 0.85
C -1.14 1.04 0.39
C -2.11 0.19 -0.42
C -1.11 -0.94 -0.04
O -0.93 -2.06 -0.44
H 2.12 1.45 -0.20
H 1.61 -1.99 0.24
H 1.60 -0.64 -1.06
H 0.43 -0.05 1.56
H -1.08 2.11 0.55
H 1.54 1.80 -0.51
H -2.27 0.40 -1.48
H -3.07 0.07 0.09
```

Output
Calculated total energy in Eh: -345.66421
Frontier orbital gap in eV: 10.19


Entry 3:
A 2-piece molecular cluster, C5H8O2 overall, computed with ωB97M-V/def2-TZVPD.

Structure (XYZ):
```
15
C5H8O2 ωB97M-V/def2-TZVPD
O 2.50 0.62 0.74
C 1.66 -0.31 0.06
C 0.24 -0.05 0.41
C -0.69 0.65 -0.49
C -2.06 0.64 -0.19
C -1.50 -1.60 0.16
O -1.71 -2.54 -0.48
H 3.42 0.37 0.59
H 1.90 -1.34 0.35
H 1.80 -0.24 -1.04
H 0.02 0.02 1.47
H -0.01 1.45 0.07
H -0.39 0.66 -1.54
H -2.78 0.97 -0.95
H -2.39 0.71 0.84
```

Output
Calculated total energy in Eh: -345.62443
Frontier orbital gap (alpha / beta) in eV: 8.09 / 8.09


Entry 4:
C5H8O2 as an isolated structure, computed with ωB97M-V/def2-TZVPD.

Structure (XYZ):
```
15
C5H8O2 ωB97M-V/def2-TZVPD
O 2.49 0.68 0.80
C 1.70 0.10 -0.21
C 0.44 -0.42 0.45
O -0.28 0.69 1.06
C -1.51 0.19 0.54
C -1.51 0.20 -0.92
C -0.78 -0.91 -0.29
H 1.91 1.30 1.25
H 1.46 0.84 -0.98
H 2.29 -0.70 -0.65
H 0.63 -1.23 1.18
H -2.42 0.31 1.12
H -1.01 0.99 -1.44
H -2.46 -0.12 -1.32
H -0.96 -1.94 -0.59
```

Output
Calculated total energy in Eh: -345.70067
Frontier orbital gap in eV: 10.55


Entry 5:
A 2-piece molecular cluster, C5H8O2 overall, computed with ωB97M-V/def2-TZVPD.

Structure (XYZ):
```
15
C5H8O2 ωB97M-V/def2-TZVPD
C 1.11 -0.54 -0.31
C 0.65 0.57 -0.90
O -0.67 0.90 -1.06
C -1.56 0.03 -0.41
C -1.54 -0.02 1.09
C -1.05 -1.19 0.28
O 0.32 -1.50 0.26
H 2.16 -0.75 -0.22
H 1.31 1.33 -1.30
H -2.50 -0.02 -0.95
H -0.77 0.59 1.56
H -2.47 -0.10 1.65
H -1.64 -2.10 0.25
H 3.58 1.53 -0.20
H 3.05 1.29 0.26
```

Output
Calculated total energy in Eh: -345.67591
SMILES: C1=CO[C@@H]2C[C@@H]2O1.[H][H]
Frontier orbital gap in eV: 9.19


Entry 6:
One molecule with the formula C5H8O2, computed with ωB97M-V/def2-TZVPD.

Structure (XYZ):
```
15
C5H8O2 ωB97M-V/def2-TZVPD
O -2.39 -0.10 -0.77
C -1.56 -0.96 -0.23
C -0.22 -0.82 -0.93
C 0.78 -0.08 -0.05
O 2.12 -0.28 -0.40
C 0.40 1.24 0.56
C 0.47 -0.01 1.41
H -3.23 -0.19 -0.29
H -0.45 -0.49 1.71
H 0.16 -1.84 -1.05
H -0.31 -0.35 -1.92
H 2.31 0.29 -1.15
H 1.20 1.96 0.69
H -0.56 1.68 0.30
H 1.29 -0.08 2.11
```

Output
Calculated total energy in Eh: -345.66620
Frontier orbital gap in eV: 9.44


Entry 7:
C5H8O2 as an isolated structure, computed with ωB97M-V/def2-TZVPD.

Structure (XYZ):
```
15
C5H8O2 ωB97M-V/def2-TZVPD
C 0.38 0.17 -1.62
C 0.81 0.68 -0.25
C -0.16 -1.32 0.90
C 0.47 -0.05 1.03
O 0.72 0.46 2.13
C -1.55 0.18 0.90
O -2.28 0.13 -0.02
H 0.83 -0.79 -1.87
H 0.70 0.89 -2.38
H -0.71 0.06 -1.72
H 0.54 1.73 -0.09
H 1.90 0.61 -0.14
H -0.44 -1.74 -0.06
H 0.24 -2.08 1.60
H -1.46 1.07 1.59
```

Output
Calculated total energy in Eh: -345.68027
Frontier orbital gap in eV: 9.33


Entry 8:
One molecule with the formula C5H8O2, computed with ωB97M-V/def2-TZVPD.

Structure (XYZ):
```
15
C5H8O2 ωB97M-V/def2-TZVPD
C -1.53 -0.74 0.85
C -0.38 0.24 0.88
C 1.07 0.09 0.92
C 0.53 0.41 -0.41
O 0.44 1.80 -0.79
C 0.74 -0.41 -1.67
O 1.14 0.15 -2.65
H -2.40 -0.33 0.28
H -1.96 -0.98 1.88
H -1.29 -1.58 0.31
H -0.71 1.23 1.16
H 1.70 -0.82 1.12
H 1.58 0.73 1.57
H 0.48 1.72 -1.83
H 0.60 -1.49 -1.64
```

Output
Calculated total energy in Eh: -345.70713
SMILES: C[C@H]1C[C@@]1(O)C=O
Frontier orbital gap in eV: 9.79


Calculated energy above the lowest of the compared OMol25 structures with the same formula, charge and spin in order - 139.2; 369.5; 474.0; 273.8; 338.8; 364.3; 327.4; 256.9 kJ/mol